A 7-piece molecular cluster, C36H82N4O7 overall at a distorted geometry. Source: OMol25; level of theory: ωB97M-V with the def2-TZVPD basis set.

For the orbital gap, the calculation gives 7.660 eV. The calculated total energy comes out at -2166.2507 hartree. As for the net charge: 0. Its HOMO energy is -7.4 eV. As for the lowest unoccupied orbital energy: 0.23 eV. The calculation puts the energy above the lowest of the compared OMol25 structures with the same formula, charge and spin at 443.83 kJ/mol. As for the SMILES: CC1(C)CCCC(C)(C)N1O.CC1(C)CCCC(C)(C)N1O.CC1(C)CCCC(C)(C)N1O.CC1(C)CCCC(C)(C)N1O.O.O.O.

Last column: Mulliken charge in e.
Cartesian coordinates (Å):
C 6.93 0.69 -2.54  -1.5562
C 5.58 1.35 -2.23  1.5711
C 5.55 2.77 -2.78  -1.9184
C 4.36 0.60 -2.89  -1.4895
C 4.20 -0.82 -2.28  -1.1069
C 3.80 -0.63 -0.84  -0.5649
C 4.85 0.16 0.00  1.8782
C 4.09 0.63 1.29  -1.7430
C 5.92 -0.90 0.47  -1.9601
N 5.41 1.35 -0.74  0.7530
O 6.42 1.97 -0.06  -0.5239
H 7.05 -0.28 -2.05  0.2916
H 7.05 0.59 -3.62  0.3923
H 7.82 1.19 -2.17  0.3413
H 4.65 3.33 -2.52  0.3251
H 6.36 3.27 -2.25  0.4555
H 5.58 2.72 -3.87  0.3937
H 3.40 1.09 -2.72  0.4010
H 4.45 0.61 -3.97  0.5286
H 3.47 -1.39 -2.85  0.3522
H 5.16 -1.35 -2.26  0.4464
H 3.53 -1.64 -0.52  0.2329
H 2.95 0.05 -0.83  0.1921
H 4.52 1.58 1.61  0.6896
H 4.28 0.11 2.22  0.1551
H 3.03 0.89 1.21  0.0298
H 6.41 -1.37 -0.38  0.3149
H 5.51 -1.58 1.22  0.3749
H 6.77 -0.48 0.99  0.4605
H 5.95 2.73 0.30  0.3742
C 2.17 -1.43 2.38  -0.4084
C 1.27 -2.59 2.87  1.7075
C 1.13 -3.77 1.84  -2.1956
C 1.87 -3.31 4.07  -1.3412
C 1.93 -2.60 5.35  -0.6065
C 0.64 -2.21 5.83  -1.1601
C -0.28 -1.55 4.74  1.5496
C -1.75 -1.81 5.33  -1.8874
C 0.05 0.02 4.70  -1.3438
N -0.07 -2.15 3.40  0.0594
O -0.96 -1.64 2.51  -0.2319
H 1.59 -0.57 2.03  0.2593
H 2.81 -1.06 3.18  0.2020
H 2.76 -1.87 1.58  -0.2489
H 0.46 -3.49 1.03  0.2637
H 2.12 -4.07 1.49  0.4712
H 0.70 -4.64 2.34  0.4817
H 1.43 -4.26 4.37  0.4316
H 2.92 -3.51 3.83  0.3172
H 2.35 -3.33 6.05  0.3873
H 2.64 -1.78 5.31  0.2969
H 0.75 -1.54 6.68  0.3423
H 0.11 -3.07 6.25  0.4543
H -2.62 -1.59 4.71  0.3286
H -1.98 -1.14 6.15  0.4199
H -1.93 -2.88 5.48  0.4427
H -0.39 0.52 5.56  0.5010
H -0.28 0.55 3.80  0.0766
H 1.11 0.27 4.63  0.2322
H -0.49 -0.89 2.14  0.1046
C -3.74 5.64 0.26  -1.7500
C -4.48 4.31 0.55  1.3339
C -4.60 4.29 2.07  -1.8843
C -5.98 4.39 0.02  -1.1296
C -6.23 3.85 -1.38  -0.9383
C -5.57 2.47 -1.54  -1.1735
C -4.06 2.34 -1.18  2.2208
C -3.62 0.85 -1.04  -2.1019
C -3.15 2.96 -2.27  -1.9789
N -3.80 3.11 0.08  0.3735
O -2.52 2.99 0.58  -0.1937
H -3.61 5.81 -0.81  0.3993
H -4.04 6.59 0.70  0.4092
H -2.70 5.50 0.57  0.3602
H -5.17 5.13 2.47  0.4192
H -5.22 3.49 2.48  0.3921
H -3.64 4.20 2.57  0.3289
H -6.72 3.90 0.65  0.4389
H -6.22 5.45 -0.03  0.3994
H -7.31 3.81 -1.55  0.4037
H -5.90 4.55 -2.15  0.3717
H -5.63 2.26 -2.61  0.4130
H -6.26 1.68 -1.24  0.4896
H -4.41 0.41 -0.44  0.5085
H -2.64 0.68 -0.59  0.1294
H -3.66 0.28 -1.97  0.5265
H -3.20 2.43 -3.22  0.4894
H -2.06 2.91 -2.16  0.2145
H -3.54 3.96 -2.42  0.4302
H -2.50 2.21 1.14  0.1293
C -3.14 -4.32 -1.85  -2.0527
C -2.00 -3.22 -1.93  1.3853
C -2.11 -2.37 -0.61  -1.1207
C -0.69 -4.03 -1.90  -1.4556
C 0.44 -3.06 -2.23  0.0640
C 0.25 -2.56 -3.64  -1.5327
C -1.00 -1.66 -3.79  2.2324
C -0.81 -0.30 -3.17  -1.4644
C -1.17 -1.53 -5.30  -1.9004
N -2.14 -2.43 -3.18  0.3333
O -3.43 -1.87 -3.34  -0.4297
H -4.13 -3.90 -1.72  0.4710
H -3.11 -4.83 -2.81  0.5536
H -3.00 -5.09 -1.09  0.3408
H -1.54 -1.44 -0.66  -0.3928
H -3.15 -2.16 -0.34  0.5339
H -1.90 -3.01 0.24  0.5032
H -0.66 -4.57 -0.96  0.4859
H -0.61 -4.80 -2.67  0.3654
H 0.61 -2.36 -1.41  -0.2095
H 1.43 -3.50 -2.12  0.6197
H 0.32 -3.28 -4.46  0.3750
H 1.06 -1.84 -3.69  0.2636
H -0.49 -0.38 -2.13  -0.1405
H -1.76 0.23 -3.08  0.0305
H -0.16 0.43 -3.64  0.5325
H -1.88 -0.75 -5.55  0.3217
H -1.35 -2.54 -5.65  0.5429
H -0.24 -1.21 -5.77  0.3642
H -4.04 -2.60 -3.40  0.3630
O -0.01 0.73 0.52  0.0070
H 0.63 1.37 0.23  -0.0673
H -0.61 1.22 1.09  0.2380
O -2.44 1.54 2.79  -0.6399
H -2.96 1.52 3.60  0.2945
H -2.59 0.68 2.39  0.2035
O 1.53 2.97 -0.10  -0.5344
H 1.41 3.50 -0.89  0.2654
H 2.45 3.06 0.12  0.2220

C7H14OPPm as an isolated structure at a distorted geometry. Source: OMol25; level of theory: ωB97M-V with the def2-TZVPD basis set.

For the orbital gap (alpha / beta), the calculation gives 4.923 / 4.985 eV. As for the spin multiplicity: 5. The calculated total energy comes out at -1299.8553 hartree. As for the net charge: 0. Its HOMO energy (alpha / beta) is -5.3 / -5.4 eV. As for the lowest unoccupied orbital energy (alpha / beta): -0.41 / -0.39 eV.

Last column: Mulliken charge in e.
Cartesian coordinates (Å):
C -0.37 -0.88 -2.56  -0.4391
C -0.63 0.04 -3.56  -0.3640
C -0.41 1.45 -3.58  -0.5268
C 0.22 2.25 -2.56  -0.1470
C 0.72 1.85 -1.35  -0.7751
Pm -0.66 0.24 -0.65  0.7853
P 0.15 -2.55 0.17  -0.1672
H -0.57 -1.94 -2.81  0.1946
H -1.07 -0.30 -4.52  0.2527
H -0.67 1.99 -4.51  0.2575
H 1.29 2.57 -0.74  0.2585
H 0.31 3.31 -2.86  0.2654
H 1.39 -2.91 0.78  0.1097
H 0.16 -3.65 -0.73  0.1076
H -0.63 -3.24 1.14  0.0897
C 0.43 0.16 3.99  -1.1824
C -0.34 -0.12 2.72  0.0484
O 0.17 0.63 1.56  -0.4301
H 1.47 -0.20 3.95  0.3050
H -0.06 -0.40 4.80  0.3560
H 0.42 1.21 4.28  0.3603
H -0.27 -1.16 2.41  0.0709
H -1.41 0.12 2.81  0.2882
H 0.37 1.54 1.82  0.2818

One molecule with the formula C6H10O. Source: OMol25; level of theory: ωB97M-V with the def2-TZVPD basis set.

For the orbital gap, the calculation gives 11.018 eV. The calculated total energy comes out at -309.8128 hartree. As for the net charge: 0. Its HOMO energy is -9.9 eV. As for the lowest unoccupied orbital energy: 1.16 eV. The calculation puts the energy above the lowest of the compared OMol25 structures with the same formula, charge and spin at 77.70 kJ/mol. As for the SMILES: C[C@H]1OC[C@H]2C[C@H]21.

Last column: Mulliken charge in e.
Cartesian coordinates (Å):
C 0.58 -0.24 -2.13  -1.4018
C -0.13 0.17 -0.86  0.2919
O -0.94 -0.90 -0.37  -0.4814
C -1.50 -0.31 0.78  -0.5040
C -0.32 0.32 1.51  -0.1617
C 1.02 -0.36 1.43  -0.6948
C 0.64 0.64 0.37  -0.1402
H -0.17 -0.55 -2.86  0.3527
H 1.29 -1.05 -1.97  0.3258
H 1.11 0.63 -2.54  0.3515
H -0.84 1.00 -1.09  0.2259
H -2.14 0.52 0.44  0.2797
H -2.11 -1.05 1.32  0.3411
H -0.53 1.01 2.32  0.3546
H 1.10 -1.42 1.21  0.2009
H 1.75 0.00 2.15  0.2807
H 1.17 1.58 0.30  0.3789

One molecule with the formula C7H9BO2S at a distorted geometry. Source: OMol25; level of theory: ωB97M-V with the def2-TZVPD basis set.

For the orbital gap (alpha / beta), the calculation gives 7.788 / 6.628 eV. The calculated total energy comes out at -845.5217 hartree. As for the net charge: 0. Its HOMO energy (alpha / beta) is -8.1 / -7.5 eV. As for the lowest unoccupied orbital energy (alpha / beta): -0.29 / -0.83 eV. The calculation puts the energy above the lowest of the compared OMol25 structures with the same formula, charge and spin at 463.40 kJ/mol.

Last column: Mulliken charge in e.
Cartesian coordinates (Å):
B 2.10 0.59 0.78  0.5469
C 2.04 2.50 -1.18  -0.2403
C -0.60 1.66 -2.25  -0.3499
C 2.11 1.61 -0.33  -0.0519
C -0.76 0.79 -1.33  -0.0170
C -1.79 0.45 0.76  -0.8621
C -1.00 -0.04 -0.28  0.5549
C -0.38 -1.42 -0.36  -1.0133
O 2.57 -0.68 0.56  -0.5704
O 1.49 1.02 1.91  -0.4585
S 0.80 2.79 -2.56  -0.1332
H 2.48 3.53 -1.31  0.2428
H -1.21 1.68 -3.06  0.4171
H -2.00 -0.04 1.80  0.2369
H -2.50 1.34 0.65  0.2798
H 0.67 -1.44 -0.33  0.2918
H -0.66 -2.07 0.63  0.2551
H -0.83 -2.06 -1.11  0.3395
H 2.29 -1.27 1.29  0.2756
H 1.63 0.45 2.63  0.2563